--- one ---
The following is a quantum chemistry calculation of a structure of composition C58H44Cl5N6OSTl, from the Open Molecules 2025 dataset.

```
! RIJCOSX wB97M-V def2-TZVPD def2/J DEFGRID3
* xyz -2 1
Tl -0.234 -0.323 0.133
C 1.206 4.146 6.539
C 2.387 3.949 5.838
C 2.374 3.302 4.612
C 1.179 2.845 4.053
C -0.004 3.065 4.763
C 0.009 3.700 5.995
C 1.138 2.158 2.736
C 0.419 2.821 1.713
C -0.049 4.198 1.798
C -0.615 4.485 0.599
C -0.493 3.281 -0.209
C -0.931 3.176 -1.541
C -1.665 4.351 -2.099
C -1.014 5.257 -2.937
C -1.693 6.336 -3.483
C -3.042 6.522 -3.215
C -3.699 5.632 -2.378
C -3.012 4.564 -1.820
C -0.685 2.114 -2.434
N 0.064 1.019 -2.180
C 0.178 0.327 -3.330
C 1.002 -0.804 -3.508
C 1.045 -1.427 -4.857
C 0.705 -2.774 -5.011
C 0.716 -3.373 -6.261
C 1.093 -2.648 -7.384
C 1.456 -1.316 -7.242
C 1.432 -0.713 -5.992
C 1.829 -1.375 -2.520
C 2.867 -2.354 -2.811
C 3.512 -2.588 -1.646
C 2.882 -1.740 -0.644
N 1.861 -1.055 -1.207
C 3.308 -1.662 0.695
C 2.839 -0.764 1.676
C 3.361 -0.666 3.032
C 2.733 0.383 3.612
C 1.862 0.958 2.596
N 1.928 0.210 1.472
C 4.424 -2.560 1.107
C 4.209 -3.559 2.058
C 5.242 -4.394 2.455
C 6.513 -4.243 1.918
C 6.741 -3.247 0.978
C 5.706 -2.416 0.576
C -0.609 0.973 -4.374
C -1.136 2.090 -3.819
N 0.132 2.317 0.501
H 1.215 4.651 7.498
H 3.323 4.312 6.248
H 3.295 3.162 4.060
H -0.936 2.726 4.327
H -0.920 3.851 6.533
H 0.075 4.859 2.642
H -1.052 5.418 0.275
H 0.035 5.099 -3.156
H -1.172 7.036 -4.126
H -3.577 7.356 -3.655
H -4.754 5.769 -2.166
H -3.517 3.878 -1.155
H 0.413 -3.338 -4.135
H 0.424 -4.413 -6.355
H 1.101 -3.115 -8.362
H 1.769 -0.745 -8.109
H 1.723 0.325 -5.885
H 3.080 -2.785 -3.776
H 4.336 -3.260 -1.472
H 4.098 -1.314 3.476
H 2.855 0.737 4.623
H 3.217 -3.674 2.476
H 5.047 -5.172 3.184
H 7.318 -4.902 2.223
H 7.732 -3.119 0.557
H 5.886 -1.638 -0.155
H -0.743 0.617 -5.383
H -1.769 2.832 -4.283
Cl 0.755 -3.379 3.271
C 0.493 -4.079 1.677
C -0.033 -3.265 0.694
C -0.273 -3.907 -0.511
Cl -1.035 -2.988 -1.796
C 0.030 -5.242 -0.758
Cl -0.266 -5.976 -2.307
C 0.589 -6.009 0.264
Cl 0.963 -7.680 -0.001
C 0.822 -5.421 1.504
Cl 1.523 -6.376 2.780
C -1.213 -0.802 4.466
C -2.153 -1.724 3.773
N -2.452 -1.689 2.503
C -3.372 -2.683 2.280
C -3.637 -3.334 3.447
N -2.859 -2.709 4.402
H -0.690 -0.216 3.711
H -0.471 -1.355 5.045
H -1.749 -0.127 5.140
H -3.782 -2.844 1.295
H -4.293 -4.152 3.688
H -2.788 -2.969 5.367
C -5.097 0.803 -3.308
C -5.098 1.088 -1.813
S -3.913 -0.079 -1.014
O -4.659 -1.366 -1.005
C -4.093 0.556 0.688
C -3.715 2.011 0.896
H -5.826 1.424 -3.833
H -5.338 -0.247 -3.484
H -4.107 1.002 -3.723
H -6.071 0.894 -1.357
H -4.789 2.113 -1.614
H -3.408 -0.079 1.245
H -5.120 0.331 0.987
H -2.725 2.217 0.486
H -3.678 2.230 1.965
H -4.440 2.696 0.450
*
```

LUMO level = 3.9 eV

=====

--- two ---
The following is a quantum chemistry calculation of a structure of composition C58H44Cl5N6OSTl, from the Open Molecules 2025 dataset.

```
! RIJCOSX wB97M-V def2-TZVPD def2/J DEFGRID3
* xyz -2 1
Tl -0.385 -0.150 0.544
C -5.522 5.376 1.648
C -4.332 6.029 1.373
C -3.227 5.311 0.956
C -3.298 3.930 0.803
C -4.512 3.286 1.037
C -5.611 4.006 1.466
C -2.120 3.125 0.431
C -1.060 3.064 1.346
C -0.949 3.841 2.558
C 0.253 3.526 3.101
C 0.852 2.543 2.231
C 2.157 2.032 2.388
C 2.897 2.482 3.583
C 2.461 2.032 4.827
C 3.136 2.388 5.977
C 4.247 3.216 5.904
C 4.679 3.679 4.672
C 4.009 3.313 3.517
C 2.778 1.099 1.566
N 2.103 0.313 0.666
C 2.971 -0.530 0.152
C 2.542 -1.696 -0.672
C 3.625 -2.724 -0.917
C 4.812 -2.754 -1.563
C 5.702 -3.844 -1.578
C 5.631 -5.031 -0.830
C 4.828 -5.386 0.212
C 3.809 -4.534 0.899
C 1.681 -1.362 -1.848
C 1.723 -2.013 -3.118
C 0.742 -1.438 -3.876
C 0.104 -0.459 -3.042
N 0.722 -0.461 -1.813
C -1.003 0.326 -3.379
C -1.649 1.257 -2.535
C -2.739 2.110 -2.948
C -3.071 2.860 -1.868
C -2.161 2.483 -0.817
N -1.317 1.528 -1.257
C -1.612 0.118 -4.710
C -2.941 -0.301 -4.808
C -3.516 -0.575 -6.034
C -2.778 -0.427 -7.198
C -1.474 0.033 -7.121
C -0.898 0.309 -5.892
C 4.279 -0.313 0.686
C 4.159 0.704 1.587
N 0.038 2.291 1.191
H -6.375 5.936 2.006
H -4.266 7.103 1.492
H -2.296 5.814 0.735
H -4.573 2.216 0.900
H -6.544 3.498 1.670
H -1.691 4.517 2.944
H 0.691 3.909 4.007
H 1.590 1.395 4.869
H 2.793 2.019 6.934
H 4.772 3.499 6.807
H 5.542 4.331 4.612
H 4.336 3.677 2.553
H 5.093 -1.880 -2.142
H 6.546 -3.768 -2.256
H 6.364 -5.786 -1.118
H 4.929 -6.393 0.605
H 3.172 -5.150 1.546
H 2.408 -2.796 -3.393
H 0.469 -1.692 -4.886
H -3.169 2.157 -3.934
H -3.834 3.614 -1.789
H -3.516 -0.415 -3.903
H -4.541 -0.920 -6.089
H -3.231 -0.649 -8.157
H -0.898 0.165 -8.029
H 0.110 0.697 -5.842
H 5.160 -0.874 0.431
H 4.933 1.141 2.192
Cl 2.176 -1.407 3.829
C 0.521 -1.177 4.315
C -0.309 -0.419 3.499
C -1.600 -0.243 3.989
Cl -2.709 0.702 3.045
C -2.053 -0.789 5.184
Cl -3.659 -0.514 5.774
C -1.191 -1.577 5.938
Cl -1.747 -2.313 7.400
C 0.115 -1.767 5.507
Cl 1.193 -2.723 6.472
C -0.199 -5.110 -1.574
C 0.840 -4.312 -0.866
N 0.590 -3.271 -0.167
C 1.849 -2.759 0.290
C 2.947 -3.783 -0.118
N 2.147 -4.688 -0.935
H -1.024 -4.459 -1.838
H -0.567 -5.905 -0.925
H 0.221 -5.560 -2.469
H 1.801 -2.449 1.332
H 4.293 -3.775 1.527
H 2.491 -5.576 -1.251
C -2.247 -3.559 1.494
C -3.218 -3.605 0.332
S -3.208 -1.961 -0.543
O -4.141 -1.127 0.216
C -4.268 -2.554 -1.984
C -3.427 -3.236 -3.043
H -2.323 -4.463 2.102
H -2.461 -2.701 2.127
H -1.225 -3.470 1.127
H -4.240 -3.775 0.668
H -2.925 -4.362 -0.390
H -4.712 -1.635 -2.365
H -5.061 -3.198 -1.607
H -2.485 -2.705 -3.164
H -3.936 -3.241 -4.010
H -3.215 -4.267 -2.769
*
```

LUMO level (spin up / spin down) = 2.5 / 3.2 eV

=====

The energy of each structure relative to the most stable one, in kJ/mol, is as follows: one 0.0; two 314.8.